(1)
The following is a quantum chemistry calculation of a cluster of 2 separate species, CH10N6P in total, from the OMol25 dataset.

Properties
E_LUMO (alpha / beta), eV: -3.1 / -3.1
Charge: +1
HOMO (alpha / beta), eV: -11.70 / -11.70

```
18
Properties=species:S:1:pos:R:3:forces:R:3
C -1.6502 -0.2798 -0.3237 -2.7 -1.7 0.3
N -2.9384 -0.7158 -0.3954 -2.1 0.8 1.3
N -0.8944 -0.3253 -1.3727 2.1 1.8 1.1
N 1.9044 1.7998 1.4781 2.0 0.5 -1.7
N 1.7920 -1.1846 -0.7936 1.9 -0.5 -0.7
N 1.7910 0.7185 0.6935 -0.4 1.0 0.8
N -1.0033 0.0047 0.7963 -0.6 0.2 3.2
P 2.6396 0.3151 -0.5816 -0.8 -0.3 0.9
H -3.5795 -0.5215 -1.1823 1.4 -0.2 0.1
H -3.5660 -0.6553 0.4378 1.4 -0.1 -0.6
H -1.0482 -0.5133 -2.3275 -0.4 -0.2 -0.7
H -0.0510 0.1156 -0.9864 0.5 -0.6 -2.4
H 2.4624 2.6054 1.1946 -0.2 -0.5 0.0
H 1.2603 1.9794 2.1797 -1.4 -0.1 1.1
H 2.5163 -1.6349 -1.3579 -0.6 -0.7 -0.6
H 1.7535 -1.8103 0.0205 -0.1 0.7 0.0
H 0.0490 0.0614 0.7261 -0.8 0.1 0.7
H -1.4375 0.0410 1.7944 0.9 -0.2 -2.9
```
Positions in Å, forces in eV/Å.

***

(2)
The following is a quantum chemistry calculation of a cluster of 2 separate species, CH3Cl2FSi in total, from the OMol25 dataset.

Properties
E_LUMO, eV: -0.9
HOMO, eV: -9.38

```
8
Properties=species:S:1:pos:R:3:forces:R:3
C -0.0970 -0.1597 1.0606 0.2 -2.2 -3.5
F -0.6959 -1.4217 1.2784 0.7 1.1 0.6
Si 0.0084 0.0190 -0.8865 1.7 1.9 1.0
Cl -1.7915 0.7056 -1.6006 0.5 -0.2 0.0
Cl 0.6136 -1.6669 -1.8887 -0.2 0.6 0.4
H -0.6263 0.6435 1.3942 -2.6 1.9 1.0
H 0.8407 0.0666 1.4789 1.7 -1.1 0.7
H 1.7480 1.8137 -0.8363 -2.0 -2.0 -0.2
```
Positions in Å, forces in eV/Å.

***

(3)
The following is a quantum chemistry calculation of a cluster of 2 separate species, C2H6NO3 in total, from the OMol25 dataset.

Properties
E_LUMO, eV: 4.2
Charge: -1
HOMO, eV: -4.11

```
12
Properties=species:S:1:pos:R:3:forces:R:3
O 2.6132 0.2163 -0.2913 0.3 -0.2 0.0
C 1.3979 -0.0101 -0.2539 -0.8 0.5 0.3
O 0.7792 -1.1172 -0.2666 0.3 0.2 0.0
C 0.4439 1.2385 -0.2417 -0.3 -1.0 -0.8
N -0.6532 1.2175 0.7486 0.8 -0.4 0.9
H 1.0015 2.1694 -0.1926 0.0 0.0 0.1
H -0.0267 1.1408 -1.2312 0.0 0.4 0.0
H -0.1790 1.3789 1.6401 -0.2 0.5 0.0
H -0.8741 0.2307 0.9026 -0.3 0.0 -0.6
H -1.8947 -2.6914 -0.6400 -0.4 -0.2 0.2
H -0.8988 -1.6664 -0.2760 0.2 0.1 1.0
O -1.7092 -2.1070 0.1020 0.3 0.1 -1.0
```
Positions in Å, forces in eV/Å.

***

(4)
The following is a quantum chemistry calculation of a cluster of 2 separate species, C9H14O in total, from the OMol25 dataset.

Properties
E_LUMO (alpha / beta), eV: 0.8 / -0.2
Multiplicity: 3
HOMO (alpha / beta), eV: -6.96 / -8.87

```
24
Properties=species:S:1:pos:R:3:forces:R:3
C -2.2461 -0.8902 0.1676 -0.3 0.9 -0.3
C 0.8235 -0.7653 0.1086 0.6 -0.4 -0.3
C -2.2420 -2.1503 0.4134 0.1 -0.9 0.2
C -2.2346 0.4352 -0.1353 0.0 -0.7 0.7
C 1.9156 -0.0278 0.0269 0.3 0.1 0.1
C -2.4385 0.8667 -1.4179 0.0 0.2 -0.7
C -1.9761 1.4062 0.9885 0.1 0.0 0.0
C 3.2736 -0.6383 -0.2606 -0.4 -0.2 0.0
C 1.9673 1.4541 0.2590 -0.2 -0.1 0.0
O 0.6899 -2.1003 -0.0732 0.2 0.4 0.2
H -1.3243 -2.7278 0.3520 -0.1 0.0 0.1
H -3.1240 -2.7041 0.7044 -0.3 0.0 0.0
H -2.4289 1.9108 -1.6690 0.0 0.3 0.0
H -2.6068 0.1731 -2.2228 0.0 -0.2 -0.1
H 0.8124 -2.3438 -1.0000 -0.1 0.2 -0.1
H -2.2677 0.9760 1.9432 0.0 0.1 0.0
H -2.5206 2.3314 0.8197 0.0 0.1 0.1
H -0.9124 1.6304 1.0367 0.0 0.1 0.1
H 3.9447 -0.4635 0.5791 0.1 0.0 0.0
H 3.7033 -0.1678 -1.1446 0.1 0.0 0.0
H 3.1952 -1.7091 -0.4315 0.1 -0.1 0.0
H 0.9797 1.9026 0.2836 -0.1 0.1 0.0
H 2.5455 1.9339 -0.5308 0.0 0.1 -0.1
H 2.4713 1.6677 1.2029 0.0 0.0 0.1
```
Positions in Å, forces in eV/Å.

***

(5)
The following is a quantum chemistry calculation of a cluster of 2 separate species, CH7NS2 in total, from the OMol25 dataset.

Properties
E_LUMO (alpha / beta), eV: 3.7 / 3.7
Charge: -1
Multiplicity: 2
HOMO (alpha / beta), eV: -0.07 / -4.17

```
11
Properties=species:S:1:pos:R:3:forces:R:3
S 1.8881 -0.9064 -1.8500 0.4 2.2 2.0
S 1.2364 -2.2943 -3.3853 -0.9 -2.0 -2.1
H 2.9087 -1.5393 -1.2893 0.4 -0.3 0.1
H 0.3721 -3.0816 -2.7119 0.1 0.1 0.0
C -0.8361 1.6996 1.3024 1.3 -0.3 -0.1
N -0.8991 0.2805 1.6530 -0.5 -0.4 0.2
H -0.4066 1.8664 0.3146 0.0 -0.1 -0.1
H -0.1507 2.2101 2.0051 -0.6 0.0 -0.2
H -1.8136 2.1427 1.2914 -0.5 0.4 0.3
H -1.8562 -0.0417 1.6762 -0.1 0.1 0.1
H -0.4431 -0.3360 0.9939 0.4 0.3 -0.2
```
Positions in Å, forces in eV/Å.

***

(6)
The following is a quantum chemistry calculation of a structure of composition C55H50Cl3FGeNO4RbSb3, from the OMol25 dataset.

Properties
E_LUMO (alpha / beta), eV: 3.5 / 1.4
Charge: -2
Multiplicity: 2
HOMO (alpha / beta), eV: -3.39 / -3.39

```
119
Properties=species:S:1:pos:R:3:forces:R:3
Rb -0.8686 -0.4550 0.3310 1.4 -0.2 0.6
O -2.3304 -6.3639 5.8998 -0.1 0.0 -0.8
C -2.5326 -6.2937 4.6590 -0.3 -0.4 0.2
O -3.1224 -7.0945 3.8901 0.4 0.4 0.5
C -1.9790 -5.0221 3.9741 0.0 0.0 0.1
C -1.5721 -3.9239 4.7276 0.1 0.0 0.0
C -1.0578 -2.8128 4.0833 0.1 0.0 -0.4
N -0.9471 -2.7091 2.7492 -0.4 -0.2 0.0
C -1.3731 -3.7584 2.0264 -0.1 0.1 0.6
C -1.8692 -4.9310 2.5941 0.1 0.2 -0.1
C -1.3370 -3.5731 0.5334 -0.4 0.2 0.0
O -0.5210 -4.1893 -0.1428 -0.5 0.5 -0.1
O -2.1927 -2.6852 0.0609 -0.2 -0.6 -0.3
H -1.6528 -3.9754 5.8062 0.0 0.0 0.0
H -0.7009 -1.9537 4.6516 -0.1 -0.1 -0.1
H -2.1761 -5.7666 1.9762 0.0 0.1 0.1
C 0.6255 3.9314 -1.6416 0.2 -0.1 -0.1
C 2.0353 3.3408 -1.5390 0.0 0.0 -0.1
C 2.5580 2.7240 -2.8551 -0.3 0.0 0.2
Sb 2.7242 0.5473 -2.9049 0.2 0.0 0.0
C 4.1714 0.6953 -4.5523 0.0 0.0 -0.2
C 5.1191 -0.3224 -4.6947 0.0 0.1 0.0
C 6.0737 -0.2971 -5.7092 -0.1 0.1 0.0
C 6.0993 0.7589 -6.6120 -0.1 0.0 0.1
C 5.1663 1.7849 -6.4919 0.0 -0.1 0.1
C 4.2176 1.7512 -5.4720 0.1 -0.1 0.0
C 1.0957 -0.0492 -4.2190 -0.2 -0.2 0.0
C 0.0397 -0.7733 -3.6400 0.1 0.1 0.0
C -0.9815 -1.3089 -4.4182 0.0 0.0 0.0
C -0.9583 -1.1450 -5.7978 0.1 0.1 0.0
C 0.0900 -0.4505 -6.3916 0.0 -0.1 0.1
C 1.1061 0.0932 -5.6102 -0.1 -0.1 0.1
Sb -0.8373 2.5564 -2.4298 -0.3 0.3 0.0
C -2.4584 4.0062 -2.2529 -0.1 0.0 0.1
C -2.2813 5.3507 -2.5908 -0.1 0.0 0.0
C -3.3387 6.2509 -2.5406 0.0 -0.1 0.0
C -4.6050 5.8211 -2.1527 0.1 0.0 0.0
C -4.8006 4.4903 -1.8123 0.1 0.0 0.0
C -3.7347 3.5917 -1.8606 0.1 0.1 0.0
C -0.6711 3.0989 -4.5224 0.0 -0.1 -0.1
C -1.4355 2.3355 -5.4088 0.0 0.1 0.0
C -1.4305 2.5990 -6.7733 0.0 0.1 0.0
C -0.6473 3.6294 -7.2795 0.0 0.0 0.1
C 0.1119 4.4043 -6.4086 -0.1 -0.1 0.0
C 0.0932 4.1420 -5.0424 0.0 0.0 -0.1
H 0.6122 4.8353 -2.2581 0.0 0.0 0.1
H 0.2545 4.2044 -0.6495 0.0 0.0 0.0
H 2.0310 2.5866 -0.7528 0.0 0.0 0.0
H 2.7230 4.1292 -1.2119 0.0 0.0 -0.1
H 3.5861 3.0313 -3.0509 0.0 0.0 0.0
H 1.9522 3.0464 -3.7075 0.2 0.0 0.0
H 5.1104 -1.1586 -3.9982 0.0 0.1 0.0
H 6.7977 -1.1005 -5.7956 0.0 0.0 0.0
H 6.8408 0.7840 -7.4029 0.0 0.0 0.0
H 5.1752 2.6107 -7.1958 0.0 0.0 0.0
H 3.4986 2.5630 -5.4035 0.0 -0.1 0.0
H 0.0097 -0.9336 -2.5632 0.1 0.1 -0.2
H -1.7870 -1.8582 -3.9419 0.1 0.0 0.0
H -1.7511 -1.5616 -6.4098 0.0 0.0 0.0
H 0.1228 -0.3335 -7.4693 0.0 0.0 0.0
H 1.9190 0.6154 -6.1020 0.0 0.0 0.0
H -1.3074 5.7083 -2.9115 -0.1 0.0 0.0
H -3.1765 7.2891 -2.8084 0.0 0.0 0.0
H -5.4312 6.5219 -2.1167 0.0 0.0 0.0
H -5.7806 4.1425 -1.5041 0.0 0.0 0.0
H -3.9112 2.5577 -1.5816 0.0 0.1 0.0
H -2.0372 1.5119 -5.0303 0.1 0.0 0.0
H -2.0282 1.9900 -7.4428 0.0 0.0 0.0
H -0.6239 3.8248 -8.3445 0.0 0.0 0.0
H 0.7231 5.2130 -6.7934 0.0 0.0 0.0
H 0.6915 4.7674 -4.3866 0.0 -0.1 0.0
F 1.0290 0.6991 -0.5414 1.0 0.5 -0.6
Cl -3.2079 -0.0519 -1.2629 -1.1 -0.3 -0.4
Ge -4.1106 -1.2343 0.4253 1.1 0.0 0.0
Cl -6.0825 -0.2097 0.4412 -0.3 -0.2 0.0
Cl -3.1587 -0.1573 2.1205 -0.9 -0.1 0.4
C 1.8673 1.5330 5.2213 0.1 -0.1 0.0
C 3.2551 0.9591 5.0272 -0.1 0.0 -0.1
C 4.1588 0.9747 6.0926 0.0 0.0 0.0
C 5.4297 0.4345 5.9636 0.0 0.0 -0.1
C 5.8129 -0.1355 4.7546 -0.1 0.0 0.0
C 4.9174 -0.1567 3.6914 -0.1 0.1 0.2
C 3.6334 0.3875 3.8046 0.0 0.1 0.1
Sb 2.2773 0.2830 2.0627 0.4 0.0 0.4
C 3.9537 0.9710 0.8952 0.0 -0.1 -0.2
C 4.7476 0.1165 0.1333 0.0 0.0 0.1
C 5.8131 0.5955 -0.6227 0.0 0.1 0.0
C 6.0883 1.9550 -0.6315 -0.1 0.0 0.1
C 5.3156 2.8152 0.1432 0.0 -0.1 0.0
C 4.2551 2.3429 0.9162 0.0 0.0 -0.1
C 3.4658 3.3113 1.7676 0.0 -0.1 -0.1
C 2.4342 -1.8713 2.1487 0.0 0.0 -0.2
C 2.3768 -2.3864 3.4519 0.1 0.0 -0.1
C 2.2473 -3.7436 3.6841 0.0 0.0 -0.1
C 2.1753 -4.6179 2.6054 0.0 0.0 0.0
C 2.2280 -4.1200 1.3168 0.0 0.0 0.0
C 2.3400 -2.7497 1.0633 0.0 0.0 0.0
C 2.3028 -2.2866 -0.3733 -0.1 0.0 0.1
H 1.8141 2.1403 6.1266 0.0 0.0 0.0
H 1.1241 0.7343 5.3077 0.0 0.0 0.0
H 1.5709 2.1507 4.3717 0.0 0.0 0.0
H 3.8553 1.4140 7.0392 0.0 0.0 -0.1
H 6.1157 0.4543 6.8041 0.0 0.0 0.0
H 6.8028 -0.5632 4.6385 0.0 0.0 0.0
H 5.2244 -0.6152 2.7578 0.0 0.0 0.0
H 4.5394 -0.9491 0.1299 0.0 0.1 0.0
H 6.4127 -0.0894 -1.2138 -0.1 0.0 0.0
H 6.8998 2.3464 -1.2349 0.0 0.0 0.0
H 5.5360 3.8794 0.1465 0.0 -0.1 0.0
H 3.8056 4.3363 1.6090 0.0 0.0 0.0
H 3.5808 3.0721 2.8307 0.0 0.0 -0.1
H 2.3975 3.2669 1.5305 0.1 0.0 0.0
H 2.4291 -1.7177 4.3048 0.0 0.0 0.0
H 2.1733 -4.1168 4.6979 0.0 0.0 0.0
H 2.0417 -5.6798 2.7728 0.0 0.0 0.0
H 2.1281 -4.7953 0.4747 0.0 0.0 0.0
H 1.5023 -2.8112 -0.9048 0.0 0.0 0.0
H 3.2406 -2.5130 -0.8920 0.0 0.0 0.0
H 2.1271 -1.2113 -0.4588 0.0 -0.1 0.0
```
Positions in Å, forces in eV/Å.

***

We obtain energy above the lowest of the compared OMol25 structures with the same formula, charge and spin values of 63.8 142.5 10.6 0.0 9.9 30.9 kcal per mole for the records listed above, in that order.
We obtain maximum force values of 3.226 4.164 1.288 1.023 3.054 1.522 eV/A for the records listed above, in that order.